[1]
An isolated ion of composition CHFNO2S and charge -1, computed with the ωB97M-V functional and the def2-TZVPD basis.

Values from the calculation:
HOMO-LUMO gap   8.90 eV
Energy above the lowest of the compared OMol25 structures with the same formula, charge and spin   1.276 eV
E_LUMO   4.01 eV
Net charge   -1
Electronic energy   -742.01370 a.u.
Strongest force on any atom   3.24 eV/A
HOMO   -4.893 eV

Atoms and positions in Å:
1 C 1.17318 -0.41830 -0.04308
2 N -1.40521 1.70531 -0.48390
3 O 2.23976 -0.88211 -0.32146
4 O 0.06569 -0.48197 -0.69361
5 F -1.58864 -0.46578 1.21112
6 S -1.57117 0.27069 -0.50369
7 H 1.08639 0.27217 0.83461

These are the natural (NBO) partial charges, in e, on atoms 1 to 5: number 1, C, carries 0.674; number 2, N, carries -0.982; number 3, O, carries -0.653; number 4, O, carries -0.766; number 5, F, carries -0.688


[2]
C31H29Cl5N6O6S4Zr as an isolated structure, computed with the ωB97M-V functional and the def2-TZVPD basis.

Values from the calculation:
HOMO-LUMO gap (alpha / beta)   6.06 / 6.05 eV
Energy above the lowest of the compared OMol25 structures with the same formula, charge and spin   1.802 eV
E_LUMO (alpha / beta)   -1.67 / -1.67 eV
Electronic energy   -5919.47642 a.u.
Strongest force on any atom   1.79 eV/A
HOMO (alpha / beta)   -7.730 / -7.726 eV

Atoms and positions in Å:
1 Zr 0.41119 0.72114 1.05770
2 C -0.38598 -3.79905 0.35716
3 C 0.67725 -3.25366 -0.60454
4 N 0.31968 -1.92264 -1.09751
5 C -0.77207 -1.95918 -2.07514
6 C -1.94000 -0.98595 -1.82233
7 S -2.18705 -0.43190 -0.12203
8 C -2.97110 -1.89898 0.63420
9 C -2.15832 -2.68187 1.67557
10 N -0.75615 -2.81299 1.34959
11 H -1.28005 -4.06603 -0.21319
12 H -0.00966 -4.72569 0.80561
13 H 1.63538 -3.17909 -0.08859
14 H 0.79531 -3.97147 -1.42891
15 H 1.13228 -1.49427 -1.51868
16 H -0.38982 -1.76800 -3.08293
17 H -1.18668 -2.96851 -2.08932
18 H -1.81154 -0.06762 -2.38918
19 H -2.87832 -1.43800 -2.14569
20 H -3.88040 -1.53658 1.11184
21 H -3.25562 -2.53158 -0.20713
22 H -2.23188 -2.15999 2.62764
23 H -2.66118 -3.65442 1.79283
24 H -0.20687 -2.89939 2.19170
25 Cl 2.22242 -1.70337 2.00769
26 C 3.27350 -0.54324 1.22951
27 C 2.59086 0.45049 0.55878
28 C 3.33180 1.59473 0.29299
29 Cl 2.39136 3.00990 -0.10123
30 C 4.70363 1.67158 0.47165
31 Cl 5.56579 3.09327 0.04018
32 C 5.36759 0.57002 1.02256
33 Cl 7.07040 0.61243 1.23511
34 C 4.63759 -0.52952 1.46950
35 Cl 5.38628 -1.79561 2.35189
36 O -2.54819 -0.21464 3.91740
37 S -1.21595 0.27832 3.72301
38 O -1.01853 1.68702 3.84629
39 O -0.66255 -0.27170 2.38675
40 C -0.11295 -0.51948 4.84442
41 C -0.60800 -1.52767 5.65457
42 C 0.25396 -2.22527 6.48683
43 C 1.60775 -1.93172 6.47835
44 C 2.10580 -0.92729 5.66196
45 C 1.25151 -0.20530 4.84051
46 S 2.04491 1.19174 4.01708
47 O 1.82718 2.33070 4.84465
48 O 3.40260 0.77341 3.80100
49 O 1.37719 1.36699 2.65130
50 H -1.66865 -1.73763 5.62534
51 H -0.13194 -3.00099 7.13469
52 H 2.28332 -2.48565 7.11673
53 H 3.16128 -0.69477 5.64061
54 S -0.95252 2.84665 1.25404
55 C -1.09014 3.18519 -0.44184
56 N -1.58051 4.34922 -0.82105
57 N -2.05856 4.49257 -2.03103
58 C -2.62411 3.56327 -2.93119
59 C -3.03439 2.28429 -2.56089
60 C -3.65536 1.47286 -3.49379
61 C -3.87199 1.91124 -4.79536
62 C -3.47833 3.19110 -5.15282
63 C -2.86248 4.01577 -4.22467
64 N -0.65666 2.40006 -1.46001
65 N 0.08948 1.40238 -1.22366
66 C 0.62467 0.91955 -2.48046
67 C 1.85333 0.27449 -2.53155
68 C 2.36313 -0.17751 -3.74178
69 C 1.65261 0.00079 -4.91650
70 C 0.42422 0.65005 -4.87100
71 C -0.08301 1.11074 -3.67093
72 H -2.16437 5.46259 -2.28707
73 H -2.89860 1.92339 -1.54922
74 H -3.97128 0.48156 -3.19415
75 H -4.35366 1.26493 -5.51642
76 H -3.65100 3.55487 -6.15699
77 H -2.56071 5.01990 -4.50070
78 H 2.43751 0.15634 -1.63394
79 H 3.33112 -0.66182 -3.75649
80 H 2.05157 -0.35315 -5.85768
81 H -0.14629 0.79732 -5.77895
82 H -1.03199 1.63034 -3.64269

These are the Löwdin partial charges, in e, on atoms 1 to 5: number 1, Zr, carries 1.456; number 2, C, carries -0.206; number 3, C, carries -0.223; number 4, N, carries -0.071; number 5, C, carries -0.231


[3]
The molecule C2H2O4, computed with the ωB97M-V functional and the def2-TZVPD basis.

Values from the calculation:
HOMO-LUMO gap   10.04 eV
Energy above the lowest of the compared OMol25 structures with the same formula, charge and spin   3.923 eV
E_LUMO   -0.95 eV
Electronic energy   -378.27007 a.u.
Strongest force on any atom   7.84 eV/A
HOMO   -10.987 eV

Atoms and positions in Å:
1 C -0.00129 0.40658 -0.49443
2 C 0.01228 -0.58824 0.53892
3 H 1.23632 1.40729 -2.02193
4 H -1.30090 -1.12145 1.96933
5 O 1.33598 0.68368 -1.15424
6 O -1.09390 1.05405 -0.66939
7 O -0.74374 -0.10497 1.62138
8 O 0.55524 -1.73694 0.21036

These are the natural (NBO) partial charges, in e, on atoms 1 to 5: number 1, C, carries 0.673; number 2, C, carries 0.646; number 3, H, carries 0.513; number 4, H, carries 0.517; number 5, O, carries -0.703


[4]
C31H44N4NiOP2 as an isolated structure, computed with the ωB97M-V functional and the def2-TZVPD basis.

Values from the calculation:
HOMO-LUMO gap (alpha / beta)   6.51 / 7.55 eV
E_LUMO (alpha / beta)   0.26 / -0.58 eV
Electronic energy   -3692.69133 a.u.
Multiplicity   3
Strongest force on any atom   4.29 eV/A
HOMO (alpha / beta)   -6.252 / -8.136 eV

Atoms and positions in Å:
1 Ni 0.36213 2.11949 0.78268
2 C 3.14599 -2.21236 0.48643
3 C 2.80610 -0.95931 0.25251
4 C 1.57324 -0.56297 -0.57047
5 C 0.18997 -0.55269 0.09597
6 C -0.24231 -1.65147 0.99401
7 C 0.22409 -2.91036 0.99258
8 C 0.95189 -3.52828 -0.20218
9 C 2.45225 -3.46557 -0.06848
10 C 3.65923 -1.86236 3.59312
11 H 4.06057 -2.44780 0.99668
12 H 3.42906 -0.11507 0.62732
13 H 1.48091 -1.20763 -1.46370
14 H 1.75939 0.45157 -0.96775
15 H 0.14353 0.40119 0.70300
16 H -0.50269 -0.48654 -0.75264
17 H -0.98799 -1.37969 1.77247
18 H 0.08025 -3.62034 1.77636
19 H 0.64055 -3.04690 -1.13787
20 H 0.62462 -4.58975 -0.29600
21 H 2.82642 -4.32703 0.53770
22 H 2.94274 -3.63131 -1.04224
23 H 3.28159 -2.72206 4.20159
24 H 2.92670 -1.50492 2.85296
25 H 3.84217 -1.03062 4.28259
26 P -3.15271 1.46545 0.28753
27 P -0.89734 2.63864 -1.93207
28 N -4.24689 0.01898 0.27768
29 N -4.33519 2.52393 1.02970
30 N -0.93771 1.51276 -3.35263
31 N -0.45968 4.07845 -2.93044
32 C -3.61467 1.91294 -1.44809
33 C -2.72665 3.02585 -2.02316
34 C -3.99385 -1.18046 0.93985
35 C -5.09962 -1.99722 0.82464
36 C -6.06570 -1.30040 0.06611
37 C -5.51178 -0.08950 -0.29142
38 C -4.03105 3.20669 2.21812
39 C -5.09428 4.03142 2.52019
40 C -6.09292 3.85308 1.49677
41 C -5.60578 2.92515 0.60348
42 C -0.11418 0.38300 -3.44346
43 C -0.57604 -0.42502 -4.47655
44 C -1.65259 0.22989 -5.07683
45 C -1.87049 1.41952 -4.40037
46 C -0.72242 4.39428 -4.27102
47 C -0.19792 5.64264 -4.53513
48 C 0.33550 6.14358 -3.29248
49 C 0.12961 5.18919 -2.33769
50 H -4.66500 2.26636 -1.52220
51 H -3.51168 0.99527 -2.08108
52 H -3.07858 3.26754 -3.06055
53 H -2.85170 3.93914 -1.40418
54 H -3.03091 -1.37572 1.39636
55 H -5.21766 -3.00143 1.22425
56 H -7.06498 -1.62940 -0.20780
57 H -5.89440 0.68930 -0.93715
58 H -3.07532 3.05034 2.72129
59 H -5.16729 4.72044 3.35235
60 H -7.04044 4.36516 1.40188
61 H -6.05751 2.54596 -0.30960
62 H 0.76058 0.26057 -2.82185
63 H -0.21194 -1.40753 -4.71064
64 H -2.24823 -0.08896 -5.91224
65 H -2.57762 2.18942 -4.56778
66 H -1.27291 3.71087 -4.92419
67 H -0.17825 6.13301 -5.50749
68 H 0.83063 7.10667 -3.17696
69 H 0.33835 5.19005 -1.27004
70 C 6.62342 -3.40820 2.06822
71 C 5.82032 -3.11145 3.33495
72 C 5.23949 -4.42008 3.80726
73 C 6.75710 -2.55088 4.38478
74 O 4.83754 -2.14086 2.85045
75 H 7.45237 -4.06666 2.32208
76 H 7.02316 -2.48328 1.66317
77 H 6.06186 -3.89505 1.26592
78 H 6.05129 -5.13204 3.92621
79 H 4.75483 -4.34683 4.78842
80 H 4.51335 -4.87721 3.12027
81 H 7.06070 -1.59531 4.01519
82 H 6.25163 -2.45154 5.32660
83 H 7.63174 -3.20776 4.54477

These are the Löwdin partial charges, in e, on atoms 1 to 5: number 1, Ni, carries 0.137; number 2, C, carries -0.117; number 3, C, carries -0.092; number 4, C, carries -0.221; number 5, C, carries -0.260


What is the electronic energy in the first record?
-742.01370 a.u.